DFT (ωB97M-V with the def2-TZVPD basis set) results for C22H22O2S5Sc as an isolated structure at a distorted geometry.

```
52
Properties=species:S:1:pos:R:3:forces:R:3
Sc -1.31006 0.41534 1.12393 1.7676 -1.2081 1.0859
S -0.89797 3.23909 -0.33218 0.6979 0.5350 -0.0673
S 2.99136 -0.72753 1.85743 -0.3146 0.0015 -0.0451
S 0.43875 0.36701 2.89702 -0.3556 0.1983 0.1646
S 0.53475 -0.92968 0.22331 -0.7389 0.0872 -0.2726
S -3.93654 1.35274 -0.25723 -0.9188 0.0129 -0.2605
O -1.28826 2.40650 0.90615 0.0800 0.3858 -0.0579
O -2.69553 0.46824 -0.34971 -0.4669 -0.2250 -0.7138
C -6.54135 -0.99754 -1.68115 0.0391 -0.0119 0.1129
C -4.94794 0.55289 1.08271 0.1710 0.1013 -0.1048
C 0.56422 2.39885 -0.96988 -0.1508 0.2241 -0.0321
C 1.38801 -0.45784 1.68794 0.6349 0.0675 0.0915
C 0.75294 7.12567 1.29611 -0.0847 0.0206 -0.0256
C -2.72910 -2.63710 2.91346 0.0393 -0.0442 -0.0924
C -4.93414 0.91784 -1.72918 0.1789 -0.1694 0.1891
C -0.92660 5.88288 0.11931 0.0146 -0.0961 -0.0379
C -4.15965 -0.54936 1.72310 -0.0220 -0.0401 0.1288
C -4.37591 -1.86505 1.33408 0.0032 -0.0099 -0.0839
C -6.84149 -2.34426 -1.82631 -0.0480 0.0040 0.0074
C 1.49380 5.96632 1.48865 0.0497 -0.0854 0.0093
C -5.84289 -3.24411 -2.16904 -0.0063 -0.0033 -0.0022
C -0.17291 4.73123 0.31703 -0.3679 -0.1412 -0.1961
C -2.50498 -1.32983 3.32052 -0.1299 0.1338 0.0916
C -3.66620 -2.90143 1.92557 0.0526 0.0406 0.0599
C -3.20573 -0.27692 2.72033 -0.3921 -0.2490 0.1998
C -4.24102 -1.45029 -2.22224 -0.0027 0.0244 -0.0112
C -4.54360 -2.79513 -2.36699 0.0148 -0.0020 0.0297
C -5.23924 -0.54182 -1.87236 -0.0122 -0.0243 -0.0242
C 1.03481 4.75494 0.99972 0.0378 -0.0960 0.0858
C -0.45524 7.08761 0.61351 0.0574 0.0812 0.0233
H -6.08029 -4.29145 -2.30053 0.0055 0.0018 0.0193
H -7.85898 -2.68380 -1.68538 0.0097 -0.0157 -0.0024
H 1.11743 8.06604 1.68726 0.0153 -0.0017 -0.0168
H -1.02395 7.99490 0.46280 -0.0105 -0.0128 0.0109
H -3.14347 0.71693 3.16370 0.0946 0.0694 -0.1223
H -5.85882 0.16584 0.63097 -0.0070 0.0428 -0.0269
H -4.35422 1.29774 -2.57153 0.0170 0.1176 0.0648
H -1.83545 -1.13208 4.14460 0.0966 0.0628 -0.0863
H -5.18801 1.35538 1.77874 0.0061 0.0061 0.0003
H 1.60132 3.84863 1.16926 0.0116 0.0123 0.0214
H 2.43382 6.00182 2.02206 -0.0113 0.0095 0.0095
H -5.83923 1.51728 -1.61438 0.0194 0.0744 -0.0636
H -2.18839 -3.44523 3.38615 -0.0019 -0.0006 -0.0043
H -3.22798 -1.10802 -2.38594 0.0052 0.0214 -0.0142
H -3.76471 -3.49365 -2.64327 -0.0053 0.0128 -0.0056
H -5.11555 -2.09277 0.57640 -0.0006 0.0550 -0.0498
H 1.09869 3.06722 -1.64432 -0.1011 0.0865 0.0307
H 1.19524 2.10763 -0.13157 0.0109 -0.0469 0.0032
H -3.86400 -3.92190 1.62549 0.0252 0.0052 -0.0199
H 0.22947 1.52028 -1.51440 -0.0120 -0.0704 0.0417
H -1.86650 5.82790 -0.41639 0.0119 0.0465 -0.0008
H -7.32861 -0.29774 -1.42273 -0.0069 0.0116 -0.0409
```
Positions in Å, forces in eV/Å.

The multiplicity is 1. The LUMO energy comes out at -3.115 eV. As for the energy above the lowest of the compared OMol25 structures with the same formula, charge and spin: 46.9 kJ/mol. Its net charge is +1. The total energy comes out at -3753.54812 hartree. For the frontier orbital gap, the calculation gives 6.65 eV.